<w>
The following is a DFT calculation (ωB97M-V/def2-TZVPD) of 8 unconnected molecules or ions with the total composition C4H23NO9.

Geometry (Å):
C  3.39657  -1.01731  0.63608
C  1.90774  -1.04277  0.97250
N  1.21301  0.18652  0.61235
C  1.22610  -2.25797  0.28186
C  -0.14619  -1.90295  -0.19098
O  -0.42317  -1.71058  -1.36399
O  -1.05891  -1.87795  0.77085
H  3.56034  -0.87059  -0.43611
H  3.89036  -0.21533  1.18762
H  3.87968  -1.95620  0.91813
H  1.83245  -1.15887  2.04773
H  1.28798  0.89575  1.32827
H  1.53175  0.59430  -0.25736
H  1.16719  -3.08448  0.98994
H  1.80234  -2.58762  -0.57053
H  -1.96021  -1.53939  0.40729
O  -3.02883  -1.03777  -0.56020
H  -2.53864  -1.37701  -1.32550
H  -3.02243  -0.06412  -0.70334
O  0.43113  -0.00053  -3.38915
H  0.15081  -0.64544  -2.70111
H  1.06254  -0.46839  -3.94235
O  -1.15731  -0.17376  2.97515
H  -0.79722  -0.71775  3.67811
H  -1.04165  -0.69449  2.15892
O  -0.51294  2.91921  -0.12355
H  -0.56247  3.88275  -0.09106
H  -0.35266  2.62075  0.80273
O  -2.63281  1.54665  -1.28182
H  -1.90154  2.02520  -0.82577
H  -2.32118  1.48727  -2.19613
O  1.68536  1.94103  -1.73153
H  0.94292  2.36766  -1.25476
H  1.24390  1.38418  -2.40718
O  -0.07016  2.24073  2.46559
H  -0.41833  2.82567  3.14325
H  -0.48536  1.36239  2.63107

Values from the calculation:
Orbital gap = 9.63 eV
HOMO energy = -9.2192 eV

<x>
The following is a DFT calculation (ωB97M-V/def2-TZVPD) of 8 unconnected molecules or ions with the total composition C4H23NO9.

Geometry (Å):
C  -0.43412  3.00789  0.96982
C  0.43095  1.92179  1.58187
C  0.44393  0.46530  0.66841
N  -1.00926  -0.02793  0.72752
C  -1.28366  -1.08076  -0.16839
O  -2.34893  -1.46267  -0.57602
O  -0.13128  -1.72245  -0.79486
H  -1.49623  2.81286  1.04173
H  -0.32546  3.99674  1.38824
H  -0.30375  3.07775  -0.11224
H  1.45577  2.17822  1.67745
H  0.19196  1.56043  2.61747
H  1.10077  -0.00056  1.43607
H  0.95486  0.42292  -0.25305
H  -1.62521  0.71492  1.13810
H  0.58481  -1.97740  -0.13585
O  2.60075  1.08190  -2.25279
H  2.49123  0.90182  -3.14817
H  2.05798  1.93466  -2.22624
O  2.48379  -2.55475  1.09226
H  2.56224  -1.88528  0.40293
H  3.45107  -2.58809  1.33186
O  1.37239  -1.54537  3.34690
H  0.43956  -1.41217  3.36077
H  1.66515  -2.11711  2.50103
O  -2.67422  3.43160  -1.39471
H  -3.35641  2.75736  -1.23883
H  -2.63449  3.28484  -2.37227
O  3.21762  -1.27115  -1.03207
H  3.04637  -0.37406  -1.16291
H  3.08293  -1.53930  -1.93785
O  -0.31268  0.30347  -3.28929
H  -0.54736  0.13072  -2.41689
H  -0.23201  -0.54864  -3.70120
O  -3.34882  -0.61414  1.85553
H  -3.31547  -0.78425  0.84304
H  -3.99511  -1.40780  1.92424

Values from the calculation:
Orbital gap = 9.95 eV
HOMO energy = -9.9221 eV

Stability summary - winner: <w>; margin: 90.0 kcal/mol.

<w>
The following is a DFT calculation (ωB97M-V/def2-TZVPD) of a single C5H8ClN molecule.

Geometry (Å):
Cl  3.28467  -0.02368  -0.38828
C  1.77347  -0.27428  0.70939
C  0.49696  0.62499  0.64804
C  -0.56825  1.22485  -0.30504
C  -1.51621  -0.13121  -0.38025
N  -0.80013  -1.21878  0.03013
C  0.63864  -0.81577  0.01733
H  2.20307  -0.52802  1.77322
H  0.09417  0.53747  1.76971
H  -0.08292  1.74434  -1.12183
H  -1.23584  1.88388  0.26663
H  -2.52681  0.13207  0.18540
H  -1.64307  -0.29971  -1.57652
H  -0.89672  -2.09164  -0.56742
H  0.77897  -0.76452  -1.06052

Values from the calculation:
Orbital gap = 9.75 eV
HOMO energy = -8.8593 eV

<x>
The following is a DFT calculation (ωB97M-V/def2-TZVPD) of 2 unconnected molecules or ions with the total composition C5H8ClN.

Geometry (Å):
C  2.55170  -0.19950  -0.33495
C  1.19508  -0.86289  -0.37666
C  -0.11993  -0.07562  0.24206
C  -0.04900  -0.01712  1.70524
C  -0.09877  1.32191  -0.19197
H  2.75786  -0.17818  0.72182
H  3.36940  -1.01089  -0.65316
H  2.80475  0.78709  -0.98980
H  0.89974  -1.15500  -1.53493
H  1.16691  -1.89426  0.12275
H  -0.51033  1.02113  2.21615
H  -1.02391  -1.10054  2.24094
H  1.19471  -0.07797  2.04800
N  -0.52946  2.40728  -0.44970
Cl  -1.63691  -0.83782  -0.42860

Values from the calculation:
Orbital gap = 11.43 eV
HOMO energy = -11.1285 eV

Stability summary - winner: <x>; margin: 24.9 kcal/mol.

<w>
The following is a DFT calculation (ωB97M-V/def2-TZVPD) of a single C21H26N2O2 molecule.

Geometry (Å):
C  2.01472  -3.88028  1.71198
C  2.40743  -2.42103  1.63485
O  1.27662  -1.55808  1.24999
C  1.72937  -0.31737  1.04606
O  2.92085  -0.01859  1.13882
C  0.73057  0.80450  0.67573
C  0.78791  1.79147  1.81435
N  -0.60475  0.22470  0.63479
C  -1.69448  0.47240  1.25967
C  -2.76671  -0.53061  1.47630
C  -4.08509  -0.18093  1.86079
C  -5.03876  -1.17974  2.07317
C  -4.69718  -2.52974  1.93780
C  -3.39401  -2.88386  1.56999
C  -2.44259  -1.89366  1.31847
C  1.26456  1.38484  -0.62048
C  0.98535  0.56603  -1.89393
C  1.86848  0.58674  -3.00144
C  1.50497  -0.07727  -4.17216
C  0.32312  -0.82480  -4.24401
C  -0.53546  -0.83669  -3.15267
C  -0.21255  -0.10672  -2.01741
N  1.05310  2.78660  -0.85327
C  1.64448  3.81715  0.00533
C  0.77730  3.29836  -2.17215
H  2.85634  -4.43361  2.15706
H  1.13023  -4.08461  2.33135
H  1.86868  -4.29394  0.70545
H  2.79233  -2.05823  2.60088
H  3.17620  -2.29223  0.86786
H  1.80338  2.16528  1.99384
H  0.09163  2.61497  1.62936
H  0.46085  1.28946  2.73316
H  -1.90462  1.47717  1.68555
H  -4.34158  0.87290  1.99913
H  -6.05695  -0.90799  2.35103
H  -5.44318  -3.30235  2.10590
H  -3.10557  -3.92764  1.48161
H  -1.41849  -2.14652  1.02768
H  2.35669  1.31172  -0.55588
H  2.80009  1.16745  -2.96821
H  2.11707  0.01025  -5.06452
H  0.04839  -1.36884  -5.14705
H  -1.48326  -1.36116  -3.13847
H  -0.94068  -0.02019  -1.21659
H  1.83600  4.71381  -0.60592
H  0.87406  4.12391  0.72960
H  2.57865  3.52877  0.52630
H  0.53328  4.36323  -2.02668
H  1.64994  3.27576  -2.86884
H  -0.09678  2.78921  -2.61420

Values from the calculation:
Orbital gap = 8.11 eV
HOMO energy = -7.7437 eV

<x>
The following is a DFT calculation (ωB97M-V/def2-TZVPD) of a single C21H26N2O2 molecule.

Geometry (Å):
C  3.03379  1.49874  -1.70104
O  3.89088  1.63642  -0.61664
C  5.28690  1.58482  -0.85161
C  5.88793  1.46612  0.50328
C  5.60253  0.02359  1.41246
N  4.29334  -0.25079  1.20491
C  3.77196  -1.19187  0.38812
O  4.58001  -1.96830  -0.21372
C  2.28065  -1.14267  0.49034
C  1.63709  -1.73596  -0.78893
C  0.39191  -2.12344  -0.89141
C  -0.41780  -1.48555  0.32877
C  -1.82790  -1.58028  0.10707
N  -2.43793  -0.98621  -0.92341
C  -2.12652  0.37372  -1.20236
C  -2.85883  1.31156  0.14573
C  -4.18294  0.93650  0.26539
C  -5.05944  1.66311  1.18084
C  -6.31370  1.43273  1.00093
C  -6.74192  0.12708  0.67230
C  -6.00698  -0.87526  -0.10990
C  -4.65757  -0.18109  -0.38245
C  -3.91328  -1.24505  -1.12801
C  0.14837  -1.12634  1.32809
C  1.46325  -1.02566  1.67553
H  1.96528  1.70335  -1.60598
H  3.11595  2.32944  -2.47771
H  3.15944  0.55669  -2.27950
H  5.57926  2.21246  -1.40849
H  5.45930  0.40309  -1.31311
H  6.91603  1.54135  0.23660
H  5.33418  2.20264  1.18885
H  6.00577  0.28209  2.18344
H  6.37889  -0.69283  0.68063
H  3.61970  0.28014  1.69987
H  2.28001  -2.16821  -1.47863
H  -0.23404  -2.23188  -1.44334
H  -2.31255  -2.61951  0.17767
H  -2.33550  -1.37858  1.24371
H  -0.99484  0.50673  -0.79798
H  -2.43228  0.77627  -2.07485
H  -2.64125  2.47830  -0.23280
H  -2.16398  1.09377  0.75651
H  -4.62368  2.44921  1.44720
H  -6.95763  1.76162  1.84068
H  -7.82112  -0.13787  0.88377
H  -6.44381  -1.62146  -0.67322
H  -4.05029  -2.30202  -1.02258
H  -4.04006  -0.85127  -2.33759
H  -0.49528  -0.89390  2.38359
H  2.00871  -0.81555  2.52899

Values from the calculation:
Orbital gap = 7.73 eV
HOMO energy = -7.6932 eV

Stability summary - winner: <w>; margin: 353.4 kcal/mol.

<w>
The following is a DFT calculation (ωB97M-V/def2-TZVPD) of 2 unconnected molecules or ions with the total composition C4H8NO3.

Geometry (Å):
C  -2.00613  1.46815  -0.06386
C  -1.21580  1.04816  1.12822
O  -1.84435  0.63047  2.11184
N  0.12512  1.09875  1.05725
H  -3.08064  1.35595  -0.05112
H  -1.68458  0.99364  -1.00238
H  0.55828  1.05305  0.12050
H  0.53961  0.54703  1.79399
H  -1.62269  2.48537  -0.28726
C  0.95229  -1.93603  -0.59010
C  2.12042  -0.99346  -0.94065
O  3.22675  -1.53867  -1.13347
O  1.92017  0.25320  -0.83961
H  1.37627  -2.86218  -0.20016
H  0.19107  -2.12632  -1.34930
H  0.44422  -1.47713  0.24611

Values from the calculation:
Charge = -1
Orbital gap = 8.11 eV
HOMO energy = -4.4399 eV

<x>
The following is a DFT calculation (ωB97M-V/def2-TZVPD) of 2 unconnected molecules or ions with the total composition C4H8NO3.

Geometry (Å):
C  -1.54943  2.32200  -0.80370
C  -1.38849  1.68323  0.54761
O  -1.91682  2.12297  1.56342
N  -0.62030  0.58419  0.55986
H  -0.53803  0.17205  1.47527
H  -0.06005  0.21707  -0.21649
H  -2.50487  2.84038  -0.87042
H  -1.42129  1.63125  -1.62829
H  -0.77996  3.09886  -0.94363
C  1.99045  -2.14538  0.52118
C  0.86128  -2.04170  -0.54030
O  0.98127  -1.03425  -1.29080
O  0.02686  -2.95445  -0.58319
H  2.17466  -1.15307  0.92085
H  2.89126  -2.44808  -0.01728
H  1.85345  -2.89508  1.30591

Values from the calculation:
Charge = -1
Orbital gap = 8.32 eV
HOMO energy = -4.5420 eV

Stability summary - winner: <x>; margin: 7.4 kcal/mol.

<w>
The following is a DFT calculation (ωB97M-V/def2-TZVPD) of 2 unconnected molecules or ions with the total composition C4H8NO3.

Geometry (Å):
N  -2.33355  -2.46957  -1.33613
C  -1.46313  -1.39194  -1.12533
O  -1.44117  -0.49984  -1.99219
O  -0.70326  -1.53015  -0.12675
H  -2.43535  -3.21559  -0.62875
H  -3.07063  -2.36240  -2.00431
C  1.86081  1.15760  2.00276
C  1.08369  1.70661  0.82430
C  0.85300  0.94719  -0.29145
O  0.03873  1.42582  -1.26936
H  1.33623  0.22617  2.34525
H  2.87774  0.82195  1.79826
H  1.94589  1.87065  2.80195
H  0.79532  2.74018  0.87587
H  1.24414  -0.06986  -0.38062
H  -0.58845  0.64318  -1.49350

Values from the calculation:
Charge = -1
Orbital gap = 8.10 eV
HOMO energy = -3.9205 eV

<x>
The following is a DFT calculation (ωB97M-V/def2-TZVPD) of a gas-phase ion, C4H8NO3 (charge -1).

Geometry (Å):
N  -0.66211  -0.90771  1.78007
C  0.01096  0.23032  1.11061
C  -0.98970  1.01330  0.30793
O  -2.09287  1.37064  1.12626
C  1.18020  -0.15641  0.20768
C  1.04024  -0.58777  -1.32280
O  -0.09113  -0.81771  -1.78553
O  2.15416  -0.65402  -1.86871
H  -1.49300  -1.13546  1.26269
H  -0.07454  -1.73786  1.66673
H  0.36456  0.87499  1.92398
H  -1.27552  0.55724  -0.62744
H  -0.43445  1.86792  -0.12216
H  -2.58256  2.15520  0.85514
H  1.69692  -1.02797  0.61085
H  1.92022  0.63078  0.19020

Values from the calculation:
Charge = -1
Orbital gap = 7.54 eV
HOMO energy = -4.0791 eV

Stability summary - winner: <w>; margin: 10.7 kcal/mol.

<w>
The following is a DFT calculation (ωB97M-V/def2-TZVPD) of 2 unconnected molecules or ions with the total composition C4H8NO3.

Geometry (Å):
C  2.68076  1.01213  0.85510
C  2.22847  0.90340  -0.69193
O  3.14325  0.73287  -1.51765
O  0.98056  0.86025  -0.83447
H  1.85261  1.48990  1.35001
H  3.55668  1.65827  0.91605
H  2.78157  -0.03928  1.09682
C  -2.32326  0.16055  -0.54368
C  -2.19250  -0.93472  0.52211
O  -2.91007  -1.18483  1.44544
N  -1.06451  -1.73932  0.23145
H  -1.45962  0.82663  -0.50473
H  -3.25935  0.70938  -0.53011
H  -1.33760  -2.70552  0.12144
H  -0.36618  -1.38679  -0.41819
H  -2.31081  -0.36292  -1.49767

Values from the calculation:
Charge = -1
Orbital gap = 7.64 eV
HOMO energy = -4.1137 eV

<x>
The following is a DFT calculation (ωB97M-V/def2-TZVPD) of 2 unconnected molecules or ions with the total composition C4H8NO3.

Geometry (Å):
C  2.46112  0.61987  1.27137
C  1.05091  1.02821  1.72946
O  0.06799  0.47283  1.15480
O  1.01234  1.89993  2.61165
H  3.03694  1.51146  1.00857
H  2.50812  -0.06934  0.42531
H  2.94677  0.14586  2.12738
C  -0.93596  -1.95464  -0.69083
C  -1.22133  -0.89406  -1.71951
O  -1.97050  -1.07617  -2.67384
N  -0.55484  0.26983  -1.51933
H  -0.94646  1.03188  -2.05634
H  -0.16630  0.47005  -0.58353
H  -1.01949  -2.98272  -1.02861
H  -1.66396  -1.80089  0.11272
H  0.00937  -1.75188  -0.18612

Values from the calculation:
Charge = -1
Orbital gap = 8.56 eV
HOMO energy = -4.6886 eV

Stability summary - winner: <x>; margin: 21.0 kcal/mol.